Molecular formula: C30H75BCdFN7O8
Method: DFT, the ωB97M-V functional and the def2-TZVPD basis

Orbital gap = 7.885 eV
Molar mass = 804.2 g/mol
Calculated total energy = -67084.7905 eV
Spin multiplicity = 1

Geometry as XYZ:
```
123
Properties=species:S:1:pos:R:3:lowdin_charge:R:1
Cd 0.00 -3.22 0.09 1.3382
F 0.13 -1.26 -0.42 -0.5290
B -0.35 -5.47 0.33 -0.4463
H -0.47 -4.83 1.19 -0.0872
H 0.65 -5.24 -0.01 -0.0864
H -0.57 -6.48 0.64 -0.0328
H -1.10 -5.08 -0.35 -0.0623
C -2.44 -1.71 3.32 -0.0353
C -2.05 -2.61 2.11 -0.3937
C -2.73 -2.20 0.70 -0.1329
O -2.07 -3.02 -0.29 -0.3427
C -2.88 -3.09 -1.51 -0.0302
N -0.65 -2.66 2.07 -0.0515
H -2.61 -2.39 4.16 0.0807
H -3.32 -1.09 3.13 0.0563
H -1.75 -0.95 3.69 0.0735
H -2.44 -3.61 2.25 0.1388
H -2.70 -1.13 0.49 0.1000
H -3.75 -2.48 0.96 0.1264
H -3.03 -2.11 -1.96 0.0621
H -3.86 -3.53 -1.34 0.1009
H -2.18 -3.60 -2.17 0.0784
H -0.37 -3.02 2.97 0.1140
H -0.44 -1.69 2.23 0.0361
C 6.18 0.34 -2.60 -0.0456
C 4.73 0.09 -2.29 -0.4922
C 3.87 1.33 -2.32 -0.2505
O 4.49 2.36 -1.58 -0.1911
C 3.81 3.65 -1.37 -0.0541
N 4.11 -0.86 -3.14 0.0596
H 6.64 -0.62 -2.82 0.0751
H 6.77 0.80 -1.80 0.0806
H 6.22 0.97 -3.48 0.0823
H 4.63 -0.15 -1.24 0.1252
H 2.83 1.08 -2.10 0.0998
H 3.88 1.73 -3.33 0.1219
H 3.32 4.24 -2.15 0.0799
H 4.63 4.29 -1.05 0.0809
H 3.13 3.54 -0.52 0.0619
H 4.04 -0.46 -4.07 0.0795
H 3.15 -1.01 -2.88 0.0208
C -1.34 -0.39 -3.66 -0.0754
C 0.03 0.09 -4.07 -0.3644
C 0.15 1.61 -3.82 -0.1834
O -0.67 2.20 -4.78 -0.1652
C -0.70 3.55 -4.71 -0.1454
N 0.96 -0.69 -3.23 0.0623
H -1.43 -1.48 -3.67 0.0695
H -2.14 0.16 -4.15 0.0880
H -1.44 -0.18 -2.59 0.0395
H 0.08 -0.04 -5.15 0.1417
H 1.18 1.95 -3.93 0.1203
H -0.17 1.85 -2.80 0.1100
H -0.87 3.97 -3.72 0.0770
H -1.35 4.00 -5.46 0.0952
H 0.27 3.95 -4.99 0.0868
H 0.91 -1.69 -3.38 0.0492
H 0.65 -0.65 -2.27 0.0292
C -5.69 2.76 6.27 -0.0680
C -5.36 1.99 4.98 -0.4373
C -4.30 2.42 4.05 -0.2102
O -4.05 1.46 3.03 -0.2067
C -2.92 1.74 2.23 -0.1012
N -5.16 0.60 5.47 0.0509
H -4.85 2.98 6.92 0.0752
H -6.54 2.41 6.86 0.0797
H -6.08 3.71 5.89 0.0687
H -6.29 2.11 4.43 0.1351
H -3.35 2.48 4.59 0.1248
H -4.44 3.40 3.60 0.1315
H -2.72 1.04 1.42 0.0618
H -2.06 1.76 2.90 0.0888
H -3.12 2.68 1.71 0.0851
H -4.30 0.74 5.98 0.0679
H -5.00 0.08 4.62 0.0481
C 2.47 1.03 0.87 -0.0540
C 2.03 0.40 2.20 -0.3720
C 2.33 1.28 3.43 -0.2105
O 3.68 1.62 3.57 -0.2015
C 4.03 2.38 4.74 -0.0809
N 0.59 0.25 2.03 0.0374
H 2.15 0.41 0.04 0.0538
H 3.54 1.08 0.68 0.0782
H 1.97 1.99 0.69 0.0707
H 2.51 -0.58 2.30 0.1271
H 2.17 0.82 4.41 0.1199
H 1.75 2.21 3.38 0.1235
H 4.09 1.74 5.62 0.0808
H 3.38 3.24 4.92 0.0848
H 5.05 2.74 4.59 0.0843
H 0.23 1.19 1.97 0.0454
H 0.42 -0.11 1.11 0.0128
C 4.36 -3.28 -0.36 -0.0612
C 2.89 -3.05 -0.61 -0.4373
C 2.44 -3.92 -1.78 -0.2083
O 1.07 -3.59 -1.92 -0.3000
C 0.64 -4.31 -3.07 -0.0741
N 2.14 -3.36 0.59 -0.0055
H 4.80 -3.15 -1.35 0.0770
H 4.52 -4.30 -0.03 0.0871
H 4.78 -2.58 0.37 0.0863
H 2.87 -1.98 -0.84 0.1194
H 2.54 -4.99 -1.60 0.1381
H 3.11 -3.76 -2.62 0.1277
H 0.32 -5.29 -2.71 0.1014
H 1.39 -4.36 -3.85 0.0998
H -0.22 -3.75 -3.43 0.0757
H 2.58 -2.99 1.42 0.0919
H 2.15 -4.36 0.76 0.0751
C -4.25 1.96 -1.94 -0.0537
C -3.17 1.20 -1.51 -0.0694
C -2.11 1.90 -0.94 -0.0425
C -2.02 3.29 -0.94 -0.1889
C -3.06 4.05 -1.43 0.0029
C -4.19 3.37 -1.96 -0.0373
N -0.85 3.90 -0.33 -0.2971
O -0.49 3.41 0.74 0.0625
O -0.21 4.82 -0.92 0.0612
H -5.10 1.46 -2.38 0.1069
H -3.29 0.13 -1.64 0.0876
H -1.28 1.32 -0.57 0.1118
H -3.07 5.13 -1.43 0.1218
H -5.00 3.95 -2.38 0.1028
```

Molecular formula: C30H75BrFNO6PS2
Method: DFT, the ωB97M-V functional and the def2-TZVPD basis

Orbital gap = 6.128 eV
Molar mass = 739.9 g/mol
Calculated total energy = -149817.4760 eV
Spin multiplicity = 1
Net charge = -1

Geometry as XYZ:
```
117
Properties=species:S:1:pos:R:3:lowdin_charge:R:1
C 3.09 -3.96 2.70 -0.1165
C 3.96 -4.39 1.50 -0.2639
C 3.29 -4.23 0.13 -0.1896
C 3.76 -3.07 -0.76 -0.1896
N 3.28 -1.69 -0.55 -0.2391
C 1.85 -1.49 -0.24 -0.1700
C 1.21 -0.26 -0.91 -0.1845
C 0.27 0.56 -0.02 -0.2810
C -0.93 1.14 -0.77 -0.3277
P -2.57 0.22 -0.23 0.5634
C -4.05 -0.80 0.46 -0.2937
C -3.16 0.14 -2.10 -0.4581
C -3.15 1.41 -2.93 -0.1267
F -2.27 -0.76 -2.75 -0.1427
C -3.54 1.95 0.12 -0.7082
Br -5.46 1.94 -0.44 0.6691
C -3.51 2.33 1.59 -0.3828
C -2.18 2.99 2.00 -0.1053
C 4.15 -0.82 0.14 -1.0958
S 4.70 -1.02 1.66 0.7500
S 4.59 0.49 -0.91 0.9488
C 5.21 1.77 0.21 -0.4909
C 5.71 2.98 -0.60 -0.3135
C 4.93 4.27 -0.32 -0.1064
H 2.67 -4.83 3.20 0.0457
H 2.26 -3.33 2.38 0.0421
H 3.67 -3.40 3.43 0.0550
H 4.20 -5.45 1.63 0.0935
H 4.92 -3.87 1.51 0.0661
H 3.51 -5.12 -0.47 0.1043
H 2.20 -4.22 0.25 0.0946
H 3.49 -3.32 -1.79 0.1159
H 4.85 -3.03 -0.72 0.1150
H 1.72 -1.46 0.85 0.1101
H 1.34 -2.39 -0.59 0.1060
H 2.02 0.37 -1.27 0.0543
H 0.66 -0.59 -1.80 0.1060
H -0.09 -0.06 0.82 0.0644
H 0.85 1.37 0.44 0.0974
H -0.99 2.22 -0.62 0.0521
H -0.77 1.00 -1.84 0.0572
H -2.07 0.29 1.16 0.0116
H -1.82 -1.01 -0.44 0.0069
H -4.85 -1.00 -0.26 -0.0024
H -3.63 -1.75 0.77 -0.0037
H -4.50 -0.32 1.33 0.0027
H -4.13 -0.34 -2.18 0.0766
H -2.51 2.20 -2.53 0.0521
H -2.83 1.17 -3.94 0.0604
H -4.16 1.82 -3.00 0.0317
H -3.13 2.77 -0.47 0.0343
H -3.69 1.45 2.21 0.0783
H -4.32 3.03 1.80 0.0694
H -2.22 4.07 1.85 0.0702
H -1.97 2.82 3.06 0.0492
H -1.34 2.58 1.44 0.0445
H 4.38 2.04 0.86 0.0736
H 5.99 1.33 0.83 0.0432
H 5.65 2.76 -1.67 0.0598
H 6.77 3.12 -0.39 0.1024
H 3.90 4.05 -0.03 0.0716
H 4.89 4.91 -1.20 0.0675
H 5.38 4.84 0.49 0.0700
C 1.45 -8.21 5.75 -0.0951
C 2.32 -7.41 4.79 -0.3307
O 2.42 -8.02 3.51 -0.0848
H 1.84 -9.22 5.86 0.0722
H 1.42 -7.74 6.73 0.0721
H 0.43 -8.27 5.37 0.0715
H 3.35 -7.35 5.17 0.1124
H 1.95 -6.39 4.69 0.0962
H 1.54 -8.07 3.13 0.0774
C 6.89 1.31 -4.35 -0.0878
C 7.50 -0.07 -4.22 -0.3255
O 8.32 -0.20 -3.07 -0.0849
H 7.68 2.07 -4.40 0.0764
H 6.27 1.39 -5.24 0.0757
H 6.28 1.52 -3.47 0.0370
H 8.14 -0.30 -5.07 0.1083
H 6.70 -0.83 -4.20 0.1093
H 7.77 -0.05 -2.29 0.0676
C -6.27 5.40 -2.69 -0.0949
C -6.99 5.58 -1.37 -0.3410
O -7.97 4.58 -1.14 -0.1051
H -6.98 5.41 -3.52 0.0725
H -5.54 6.19 -2.85 0.0698
H -5.74 4.44 -2.70 0.0534
H -7.52 6.54 -1.34 0.1044
H -6.26 5.59 -0.55 0.1041
H -7.51 3.74 -1.16 0.0044
C -1.24 -3.37 1.20 -0.0869
C -0.98 -3.96 2.57 -0.3132
O -0.05 -3.17 3.31 -0.0965
H -0.30 -3.29 0.65 0.0528
H -1.94 -3.96 0.62 0.0826
H -1.64 -2.36 1.29 0.0353
H -0.53 -4.95 2.50 0.1015
H -1.92 -4.06 3.13 0.1059
H -0.42 -2.29 3.42 0.0849
C -1.50 6.19 5.21 -0.0943
C -2.12 4.86 5.59 -0.3253
O -1.34 3.75 5.16 -0.0885
H -1.36 6.24 4.13 0.0732
H -2.14 7.02 5.52 0.0707
H -0.53 6.32 5.69 0.0693
H -3.09 4.73 5.10 0.1126
H -2.29 4.81 6.67 0.1050
H -0.47 3.81 5.57 0.0823
C -4.51 -0.67 -5.98 -0.0919
C -5.15 -0.37 -7.32 -0.3329
O -5.30 1.03 -7.55 -0.0865
H -5.09 -0.24 -5.17 0.0777
H -4.44 -1.75 -5.82 0.0767
H -3.50 -0.26 -5.93 0.0686
H -6.16 -0.77 -7.37 0.1075
H -4.57 -0.83 -8.13 0.1035
H -4.43 1.43 -7.49 0.0761
```

Number 1: strongest force on any atom 0.0998 hartree/bohr. Number 2: strongest force on any atom 0.0066 hartree/bohr.